# 1
{"formula": "C43H45N9", "method": "the ωB97M-V functional and the def2-TZVPD basis", "symbols": ["N", "C", "C", "C", "C", "H", "H", "H", "H", "H", "N", "C", "C", "C", "C", "H", "H", "H", "H", "H", "N", "C", "C", "C", "C", "C", "H", "H", "H", "H", "H", "N", "C", "C", "C", "C", "C", "H", "H", "H", "H", "H", "N", "C", "C", "C", "C", "C", "H", "H", "H", "H", "H", "N", "C", "C", "C", "C", "C", "H", "H", "H", "H", "H", "N", "C", "C", "C", "C", "C", "H", "H", "H", "H", "H", "N", "C", "C", "C", "C", "C", "H", "H", "H", "H", "H", "N", "C", "C", "C", "C", "C", "H", "H", "H", "H", "H"], "xyz": [[6.499, 3.503, 6.630], [7.425, 4.490, 6.752], [8.296, 4.104, 7.704], [7.904, 2.886, 8.261], [6.804, 2.495, 7.528], [5.902, 3.406, 5.821], [7.615, 5.373, 6.160], [9.265, 4.527, 7.924], [8.418, 2.288, 9.000], [6.226, 1.586, 7.444], [0.786, 1.024, -0.064], [1.675, 0.284, 0.614], [2.660, 1.110, 1.249], [2.301, 2.395, 0.864], [1.139, 2.317, 0.073], [0.007, 0.651, -0.587], [1.528, -0.786, 0.636], [3.473, 0.884, 1.924], [2.793, 3.347, 1.002], [0.605, 3.059, -0.502], [2.552, -6.764, 2.842], [3.500, -5.808, 2.723], [4.291, -5.678, 1.541], [4.066, -6.521, 0.481], [3.177, -7.581, 0.687], [2.352, -7.594, 1.812], [3.598, -5.187, 3.601], [5.058, -4.925, 1.433], [4.656, -6.382, -0.413], [3.046, -8.313, -0.096], [1.624, -8.382, 1.932], [-7.847, 1.356, 2.009], [-7.299, 1.573, 0.819], [-6.049, 2.189, 0.609], [-5.356, 2.636, 1.776], [-5.855, 2.236, 3.001], [-7.102, 1.636, 3.098], [-7.923, 1.515, -0.061], [-5.792, 2.531, -0.383], [-4.412, 3.137, 1.621], [-5.382, 2.550, 3.920], [-7.562, 1.473, 4.062], [-1.534, 0.171, 8.300], [-0.280, -0.074, 7.909], [0.055, -1.056, 6.976], [-0.985, -1.873, 6.466], [-2.309, -1.503, 6.740], [-2.525, -0.421, 7.614], [0.462, 0.580, 8.343], [1.074, -1.245, 6.672], [-0.812, -2.696, 5.788], [-3.141, -2.003, 6.265], [-3.535, -0.107, 7.829], [-2.518, 8.571, -5.599], [-2.999, 7.352, -5.206], [-2.271, 6.170, -5.137], [-0.898, 6.291, -5.358], [-0.339, 7.551, -5.621], [-1.210, 8.655, -5.719], [-4.055, 7.216, -5.025], [-2.716, 5.210, -4.917], [-0.314, 5.384, -5.422], [0.705, 7.683, -5.864], [-0.799, 9.573, -6.113], [6.284, -1.448, -4.488], [5.890, -0.268, -3.959], [5.243, 0.742, -4.712], [5.165, 0.509, -6.113], [5.532, -0.712, -6.617], [6.099, -1.709, -5.792], [6.129, -0.121, -2.916], [4.857, 1.628, -4.229], [4.692, 1.232, -6.761], [5.271, -0.880, -7.651], [6.496, -2.605, -6.247], [-5.782, -6.576, -1.144], [-6.690, -5.750, -0.631], [-6.393, -4.521, 0.044], [-5.010, -4.228, 0.210], [-4.057, -5.164, -0.183], [-4.448, -6.293, -0.943], [-7.721, -6.048, -0.750], [-7.221, -3.944, 0.428], [-4.745, -3.303, 0.702], [-3.049, -4.881, 0.081], [-3.796, -7.063, -1.328], [-2.662, -0.489, -4.872], [-3.771, -1.003, -5.490], [-3.912, -1.081, -6.889], [-2.873, -0.633, -7.635], [-1.682, -0.211, -7.071], [-1.561, -0.284, -5.663], [-4.551, -1.250, -4.785], [-4.879, -1.397, -7.253], [-2.980, -0.703, -8.708], [-0.912, 0.176, -7.723], [-0.683, 0.209, -5.274]], "forces_ev_per_a": [[-0.11, -0.16, -0.30], [0.92, 0.53, -0.36], [1.72, 0.36, 1.13], [-0.85, -1.31, -0.63], [-0.43, 0.07, -0.42], [-0.08, -0.03, 0.44], [-0.86, -0.22, -0.40], [-0.29, 0.58, 0.11], [-0.10, 0.14, -0.02], [0.08, 0.03, 0.45], [0.36, 0.04, 0.20], [1.80, -1.10, 1.70], [-1.84, -1.20, -1.14], [-1.61, 1.26, -1.41], [0.72, 1.25, -0.06], [0.23, 0.19, 0.14], [0.23, 0.02, 0.17], [-0.15, -0.48, -0.26], [0.12, -0.18, 0.36], [0.13, 0.18, 0.28], [0.13, 0.85, -0.25], [-0.09, -1.26, -1.28], [-0.78, 0.57, 1.31], [-0.03, -0.84, 0.83], [-0.62, 0.62, -0.77], [1.60, -0.02, 0.05], [0.29, 0.21, -0.09], [-0.09, 0.25, 0.28], [-0.08, -0.31, -0.16], [-0.14, -0.11, -0.02], [-0.20, 0.04, 0.10], [0.36, -0.35, 0.66], [0.79, 1.43, -0.32], [-0.55, 0.73, 2.10], [-0.40, -1.64, -2.10], [-0.16, 0.71, 0.60], [-0.24, 0.10, -1.41], [-0.32, -0.70, 0.00], [0.28, -0.26, -0.04], [0.01, 0.25, 0.41], [0.26, -0.09, 0.05], [-0.02, -0.19, 0.06], [-0.53, 0.46, -1.00], [-0.30, -0.45, -0.36], [-1.05, -0.82, -0.04], [-0.19, 1.30, 0.28], [0.80, 0.71, 0.33], [0.77, -1.14, 0.26], [0.25, -0.16, 0.16], [0.09, 0.10, 0.13], [0.28, -0.04, 0.02], [-0.04, -0.06, 0.05], [-0.08, 0.10, 0.17], [-0.88, -1.38, 1.22], [-0.01, -0.01, -0.59], [1.04, 1.30, 0.03], [0.17, 0.41, -0.42], [-1.01, -0.49, 0.08], [0.82, -1.00, -0.84], [-0.31, 0.71, -0.10], [-0.17, 0.10, 0.00], [0.34, 0.05, 0.18], [0.07, -0.08, 0.16], [-0.06, 0.38, 0.28], [0.29, -0.08, -0.24], [-0.55, 0.02, -1.47], [1.07, -1.41, -0.73], [-0.80, 0.36, 1.97], [0.07, -0.79, -0.10], [-0.39, 2.38, 0.36], [-0.20, -0.07, 0.17], [0.16, 0.13, -0.10], [0.04, 0.13, -0.03], [0.47, -0.32, -0.21], [-0.16, -0.36, 0.39], [1.51, 0.50, 0.32], [0.70, 1.34, 0.63], [1.42, -1.83, -0.90], [-2.29, -0.61, 0.10], [-0.33, -0.03, -0.89], [-2.05, 0.69, 1.10], [-0.16, -0.05, -0.08], [0.22, 0.33, -0.03], [0.27, -0.03, 0.09], [0.35, -0.55, -0.36], [0.36, 0.25, 0.03], [0.76, -1.49, -1.40], [1.56, 1.23, 0.26], [-0.79, -0.17, 2.62], [0.54, -0.22, -1.45], [-0.32, -0.73, 1.08], [-2.15, 1.83, -1.24], [-0.30, -0.08, -0.20], [0.17, -0.14, -0.43], [0.11, 0.37, -0.22], [0.31, -0.16, 0.22], [0.12, -0.45, 0.77]], "fmax_ev_per_a": 3.08, "mol_weight_g_mol": 687.90, "orbital_gap_ev": 8.135, "e_above_lowest_kj_mol": 0.0, "spin_multiplicity": 1, "e_lumo_ha": -0.0025}

***

# 2
{"formula": "C43H46FIN5O11S3SeSnTe", "method": "the ωB97M-V functional and the def2-TZVPD basis", "symbols": ["Sn", "C", "C", "N", "C", "C", "C", "O", "O", "C", "O", "C", "C", "C", "F", "C", "C", "C", "N", "C", "C", "N", "C", "C", "H", "H", "H", "H", "H", "H", "H", "H", "H", "H", "H", "H", "H", "H", "H", "H", "H", "H", "O", "S", "O", "O", "C", "C", "C", "C", "C", "C", "S", "O", "O", "O", "H", "H", "H", "H", "Te", "C", "C", "C", "C", "C", "C", "C", "C", "C", "C", "C", "C", "H", "H", "H", "H", "H", "H", "H", "H", "H", "H", "N", "C", "O", "C", "I", "H", "H", "H", "H", "C", "S", "C", "O", "H", "H", "H", "H", "H", "H", "Se", "C", "C", "C", "N", "C", "C", "H", "H", "H", "H"], "xyz": [[-2.487, -0.533, -0.541], [-0.549, 6.661, 3.009], [-1.045, 5.386, 3.678], [-0.955, 4.225, 2.805], [-2.027, 3.930, 2.003], [-2.117, 2.875, 1.168], [-3.396, 2.701, 0.359], [-4.108, 3.696, 0.214], [-3.629, 1.518, -0.018], [-0.994, 1.982, 1.071], [-0.906, 1.019, 0.314], [0.165, 2.302, 1.925], [1.253, 1.433, 1.886], [2.348, 1.703, 2.658], [3.375, 0.828, 2.700], [2.425, 2.863, 3.426], [1.342, 3.725, 3.473], [0.173, 3.429, 2.757], [3.610, 3.209, 4.151], [3.539, 3.217, 5.605], [4.457, 4.363, 6.112], [5.245, 4.803, 4.917], [5.984, 3.631, 4.344], [4.905, 2.708, 3.710], [-0.635, 7.511, 3.688], [-1.138, 6.872, 2.116], [0.493, 6.562, 2.700], [-2.089, 5.491, 3.971], [-0.487, 5.178, 4.592], [-2.860, 4.621, 2.054], [1.230, 0.547, 1.243], [1.429, 4.644, 4.039], [3.873, 2.260, 6.022], [2.514, 3.382, 5.922], [5.153, 4.029, 6.878], [3.901, 5.224, 6.477], [5.817, 5.626, 5.077], [4.499, 4.968, 4.214], [6.513, 3.146, 5.160], [6.706, 3.995, 3.617], [5.089, 1.677, 4.016], [4.953, 2.750, 2.625], [-1.477, -1.593, 1.339], [-2.694, -2.314, 1.818], [-2.726, -2.548, 3.233], [-3.838, -1.601, 1.246], [-2.476, -3.916, 1.031], [-1.389, -4.602, 1.570], [-0.948, -5.787, 1.014], [-1.604, -6.306, -0.091], [-2.690, -5.635, -0.627], [-3.140, -4.431, -0.087], [-4.505, -3.649, -0.982], [-5.579, -3.410, -0.056], [-4.808, -4.565, -2.063], [-3.854, -2.411, -1.498], [-0.876, -4.178, 2.423], [-0.087, -6.290, 1.435], [-1.266, -7.230, -0.545], [-3.217, -6.026, -1.486], [-0.518, -1.759, -2.895], [-1.735, -2.501, -4.470], [-2.594, -3.570, -4.252], [-3.401, -4.039, -5.281], [-3.349, -3.444, -6.533], [-2.495, -2.372, -6.755], [-1.696, -1.897, -5.723], [1.044, -3.082, -3.414], [1.146, -4.316, -2.781], [2.170, -5.190, -3.121], [3.092, -4.838, -4.097], [2.988, -3.608, -4.732], [1.967, -2.732, -4.390], [-2.670, -4.019, -3.272], [-4.085, -4.855, -5.084], [-3.986, -3.804, -7.333], [-2.461, -1.893, -7.727], [-1.042, -1.049, -5.894], [0.437, -4.585, -2.008], [2.250, -6.144, -2.615], [3.893, -5.519, -4.360], [3.709, -3.325, -5.490], [1.899, -1.765, -4.874], [-5.221, 0.047, -2.370], [-4.264, 0.906, -2.769], [-3.166, 0.519, -3.152], [-4.572, 2.379, -2.686], [-5.473, 3.034, -4.521], [-4.964, -0.935, -2.293], [-5.970, 0.382, -1.789], [-3.647, 2.938, -2.583], [-5.253, 2.635, -1.880], [-0.586, 2.280, -4.158], [-0.634, 2.168, -2.365], [1.129, 2.393, -2.089], [-1.273, 3.444, -1.889], [-0.390, 3.324, -4.406], [-1.556, 1.959, -4.533], [0.194, 1.622, -4.541], [1.523, 3.138, -2.781], [1.642, 1.437, -2.191], [1.225, 2.741, -1.061], [2.265, -1.025, -0.861], [2.674, -2.078, 0.655], [1.822, -2.168, 1.764], [2.195, -2.929, 2.859], [3.338, -3.614, 2.958], [4.139, -3.543, 1.891], [3.861, -2.816, 0.748], [0.859, -1.676, 1.753], [1.524, -2.998, 3.712], [5.065, -4.110, 1.955], [4.558, -2.814, -0.081]], "forces_ev_per_a": [[-0.40, 0.38, 0.29], [0.03, 0.00, -0.01], [0.05, 0.04, -0.06], [-0.10, -0.08, -0.03], [0.08, 0.07, 0.12], [0.09, -0.02, -0.08], [0.13, 0.23, 0.44], [-0.01, -0.11, 0.00], [-0.23, -0.44, -0.32], [-0.04, 0.29, 0.10], [0.26, -0.12, 0.09], [-0.11, -0.08, -0.04], [0.05, -0.20, -0.10], [0.04, -0.11, 0.08], [-0.04, 0.07, -0.03], [0.06, -0.03, -0.08], [-0.04, 0.03, -0.02], [0.03, 0.07, -0.03], [-0.05, 0.09, 0.12], [0.07, -0.09, -0.02], [-0.01, -0.04, 0.00], [-0.20, -0.23, -0.08], [-0.01, -0.02, -0.02], [0.01, 0.04, 0.02], [0.00, -0.01, 0.00], [0.00, 0.00, 0.00], [0.00, 0.00, 0.01], [0.00, 0.02, -0.02], [-0.03, -0.01, 0.03], [-0.01, -0.01, -0.01], [0.01, 0.15, 0.01], [0.03, -0.01, 0.01], [-0.02, -0.01, 0.02], [-0.01, 0.02, 0.00], [0.03, 0.05, 0.01], [-0.03, -0.01, -0.02], [0.04, -0.02, 0.05], [0.11, 0.19, 0.00], [0.03, 0.04, 0.01], [-0.02, 0.00, -0.02], [0.02, 0.00, -0.02], [-0.01, 0.00, -0.02], [-0.01, 0.00, 0.11], [0.09, 0.03, -0.12], [0.02, 0.01, 0.04], [0.00, 0.01, 0.00], [-0.02, 0.04, -0.04], [-0.05, -0.01, 0.01], [0.02, -0.02, 0.01], [0.00, -0.01, -0.01], [-0.04, -0.02, 0.05], [0.01, 0.00, 0.05], [0.23, 0.18, -0.05], [-0.03, -0.04, 0.03], [0.00, -0.06, -0.03], [-0.34, -0.21, 0.01], [0.00, 0.00, -0.01], [0.00, 0.00, 0.00], [-0.01, 0.00, 0.00], [0.02, 0.01, -0.01], [0.41, -0.13, -0.36], [-0.07, 0.14, -0.02], [-0.01, 0.00, 0.01], [0.00, 0.00, 0.00], [0.00, 0.01, 0.00], [-0.01, 0.00, 0.01], [0.01, -0.02, -0.02], [-0.02, -0.11, 0.02], [0.04, 0.01, 0.01], [0.01, 0.00, 0.00], [-0.01, 0.00, 0.00], [0.00, 0.01, 0.00], [0.03, -0.05, -0.01], [0.01, 0.00, -0.02], [0.00, 0.01, 0.01], [0.00, 0.00, 0.00], [0.00, 0.00, 0.00], [-0.01, 0.00, 0.02], [0.00, 0.00, 0.00], [0.00, 0.00, 0.00], [0.00, 0.00, 0.00], [0.00, 0.00, 0.00], [0.00, 0.00, 0.01], [-0.01, 0.10, -0.01], [-0.16, -0.02, 0.19], [0.21, 0.05, -0.34], [-0.04, 0.00, -0.03], [0.02, -0.01, 0.02], [0.00, -0.03, 0.03], [-0.04, 0.00, -0.03], [-0.02, 0.02, 0.04], [0.02, 0.01, -0.03], [-0.01, 0.00, -0.01], [-0.05, 0.06, 0.02], [0.03, 0.00, -0.06], [0.01, -0.13, -0.08], [0.03, -0.02, -0.03], [-0.02, 0.01, 0.04], [-0.01, -0.03, 0.01], [-0.01, 0.04, 0.04], [0.00, -0.01, -0.01], [0.01, -0.06, 0.01], [0.04, 0.18, 0.15], [0.00, 0.04, -0.09], [-0.01, -0.07, 0.00], [0.00, -0.01, -0.01], [-0.01, 0.02, 0.02], [0.00, 0.02, -0.02], [0.04, 0.00, 0.04], [-0.05, -0.02, 0.01], [0.00, 0.01, 0.00], [0.00, 0.00, 0.00], [0.00, 0.00, 0.01]], "fmax_ev_per_a": 0.62, "mol_weight_g_mol": 1376.24, "orbital_gap_ev": 3.301, "e_above_lowest_kj_mol": 316.7, "total_charge": -1, "spin_multiplicity": 1, "e_lumo_ha": -0.0158}